Density functional theory data (ωB97M-V/def2-TZVPD) for a molecular structure, C44H53Cl3GeHfN8SSi at a distorted geometry.

Last column: Löwdin spin population.
Cartesian coordinates (Å):
Hf1 -0.16 -0.58 -0.35  0.015
C1 2.17 5.20 1.62  0.000
C2 2.44 4.46 0.30  0.000
C3 2.26 2.97 0.43  0.001
C4 3.21 2.00 0.55  0.000
C5 4.70 2.13 0.46  0.000
C6 5.32 1.41 -0.75  0.000
C7 2.50 0.76 0.73  -0.001
N1 1.14 0.96 0.65  -0.001
C8 0.99 2.31 0.48  -0.001
C9 -0.23 2.94 0.30  0.002
C10 -1.46 2.34 0.24  -0.001
C11 -2.71 3.04 0.19  0.000
C12 -2.87 4.53 0.16  0.000
C13 -2.72 5.18 1.54  0.000
C14 -3.70 2.11 0.21  -0.001
C15 -3.05 0.82 0.26  0.005
C16 -3.69 -0.39 0.39  -0.001
C17 -3.08 -1.60 0.70  0.001
N2 -1.73 -1.79 0.86  0.000
C18 -1.60 -3.10 1.22  0.002
C19 -0.39 -3.73 1.48  -0.002
C20 0.85 -3.12 1.46  0.001
N3 1.08 -1.81 1.16  0.000
C21 2.43 -1.64 1.26  0.000
C22 3.10 -0.45 1.02  0.001
C23 3.07 -2.88 1.66  0.001
C24 2.08 -3.80 1.77  0.000
C25 2.19 -5.23 2.20  0.000
C26 1.90 -5.43 3.69  0.000
C27 4.54 -3.05 1.88  0.000
C28 4.99 -2.58 3.27  0.000
C29 -2.88 -3.76 1.28  0.000
C30 -3.81 -2.82 0.94  0.001
C31 -5.29 -2.99 0.83  0.000
C32 -6.04 -2.67 2.13  0.000
C33 -3.10 -5.19 1.66  0.000
C34 -3.03 -5.44 3.17  0.000
N4 -1.68 0.98 0.25  0.008
C35 -5.17 2.37 0.20  0.000
C36 -5.76 2.44 -1.21  0.000
H1 2.30 6.28 1.50  0.000
H2 2.85 4.86 2.40  0.000
H3 1.15 5.02 1.97  0.000
H4 3.45 4.67 -0.03  0.000
H5 1.78 4.83 -0.48  0.000
H6 5.17 1.77 1.38  0.000
H7 4.95 3.20 0.41  0.000
H8 5.50 0.35 -0.55  0.000
H9 6.27 1.86 -1.04  0.000
H10 4.65 1.46 -1.61  0.000
H11 -0.21 4.02 0.20  0.000
H12 -3.85 4.77 -0.26  0.000
H13 -2.14 4.96 -0.54  0.000
H14 -3.43 4.75 2.24  0.000
H15 -2.90 6.26 1.49  0.000
H16 -1.72 5.01 1.94  0.000
H17 -4.77 -0.39 0.31  0.000
H18 -0.43 -4.78 1.73  0.000
H19 4.18 -0.46 1.10  0.000
H20 3.19 -5.60 1.97  0.000
H21 1.50 -5.84 1.61  0.000
H22 2.59 -4.85 4.30  0.000
H23 1.99 -6.48 3.98  0.000
H24 0.89 -5.10 3.94  0.000
H25 5.09 -2.52 1.11  0.000
H26 4.80 -4.11 1.75  0.000
H27 4.73 -1.53 3.43  0.000
H28 6.08 -2.67 3.39  0.000
H29 4.51 -3.16 4.05  0.000
H30 -5.50 -4.01 0.52  0.000
H31 -5.66 -2.36 0.02  0.000
H32 -5.74 -3.35 2.93  0.000
H33 -7.12 -2.76 1.99  0.000
H34 -5.82 -1.65 2.46  0.000
H35 -2.37 -5.82 1.16  0.000
H36 -4.08 -5.50 1.29  0.000
H37 -2.05 -5.18 3.57  0.000
H38 -3.23 -6.48 3.41  0.000
H39 -3.76 -4.82 3.70  0.000
H40 -5.36 3.31 0.73  0.000
H41 -5.69 1.60 0.78  0.000
H42 -5.31 3.27 -1.77  0.000
H43 -6.84 2.60 -1.17  0.000
H44 -5.55 1.53 -1.77  0.001
Cl1 -1.14 0.27 -5.15  0.071
Ge1 -1.88 0.75 -3.16  0.275
Cl2 -3.95 -0.05 -3.32  0.145
Cl3 -2.39 2.91 -3.25  0.104
N5 1.38 -1.63 -1.52  0.000
C37 2.09 -1.99 -2.37  0.000
N6 2.83 -2.51 -3.25  0.000
C38 3.86 -2.03 -3.91  0.000
N7 4.79 -1.67 -4.51  0.000
S1 -2.88 -3.78 -2.78  0.021
C39 -2.03 -2.52 -2.26  0.012
N8 -1.41 -1.59 -1.88  0.036
C40 2.70 1.58 -5.26  0.000
Si1 1.86 2.66 -4.03  0.025
C41 0.75 3.87 -4.88  0.008
C42 3.12 3.61 -3.05  0.005
C43 0.89 1.59 -2.89  0.170
C44 0.25 0.87 -2.12  0.094
H45 3.33 2.16 -5.93  0.000
H46 1.94 1.05 -5.85  0.000
H47 3.32 0.82 -4.77  0.000
H48 1.33 4.52 -5.54  0.001
H49 0.23 4.49 -4.14  0.000
H50 -0.01 3.35 -5.47  0.000
H51 3.92 3.94 -3.73  0.000
H52 3.58 3.02 -2.25  0.000
H53 2.67 4.50 -2.60  0.000

- E_LUMO (spin up / spin down) (eV) = 0.98 / 0.97
- relative energy (zero: lowest compared OMol25 entry of this formula, charge and spin) (eV) = 0.675
- expectation value of S² = 0.761
- net charge = -1
- spin multiplicity = 2
- orbital gap (spin up / spin down) (eV) = 5.506 / 5.777